Molecular formula: C16H27BIN2O5
Method: DFT, the ωB97M-V functional and the def2-TZVPD basis

Last columns: bonded neighbours and bond lengths (Å).
CARTESIAN COORDINATES (ANGSTROEM)
1 C 3.95 1.94 1.57  C2 1.195, H18 1.062
2 C 2.91 1.85 0.99  C1 1.195, C3 1.464
3 C 1.64 1.74 0.28  C2 1.464, C4 1.498, H19 1.084, H20 1.087
4 C 1.60 0.42 -0.43  C3 1.498, C5 1.347, N12 1.373
5 C 2.63 -0.27 -0.97  C4 1.347, N6 1.379, H21 1.071
6 N 2.12 -1.44 -1.48  C5 1.379, B7 1.525, C10 1.330
7 B 2.87 -2.58 -2.17  N6 1.525, O8 1.340, O9 1.352
8 O 3.06 -2.52 -3.50  B7 1.340, H22 0.965
9 O 3.34 -3.59 -1.41  B7 1.352, H23 0.962
10 C 0.81 -1.46 -1.27  N6 1.330, I11 2.056, N12 1.341
11 I -0.40 -3.03 -1.84  C10 2.056
12 N 0.47 -0.34 -0.62  C4 1.373, C10 1.341, C13 1.461
13 C -0.89 -0.01 -0.18  N12 1.461, O14 1.382, H24 1.090, H25 1.092
14 O -1.10 1.33 -0.43  C13 1.382, C15 1.439
15 C -2.13 1.89 0.41  O14 1.439, C16 1.514, H26 1.085, H27 1.092
16 C -3.52 1.40 0.08  C15 1.514, C17 1.542, H28 1.083, H29 1.088
17 C -4.00 0.16 0.86  C16 1.542, H30 1.088, H31 1.089, H32 1.080
18 H 4.91 1.77 2.00  C1 1.062
19 H 0.83 1.84 0.99  C3 1.084
20 H 1.60 2.55 -0.45  C3 1.087
21 H 3.66 0.00 -1.00  C5 1.071
22 H 3.17 -3.41 -3.85  O8 0.965
23 H 2.91 -3.66 -0.56  O9 0.962
24 H -1.57 -0.64 -0.76  C13 1.090
25 H -1.02 -0.28 0.87  C13 1.092
26 H -2.07 2.95 0.23  C15 1.085
27 H -1.87 1.73 1.46  C15 1.092
28 H -3.64 1.26 -0.99  C16 1.083
29 H -4.20 2.22 0.32  C16 1.088
30 H -3.31 -0.08 1.66  C17 1.088
31 H -4.00 -0.70 0.20  C17 1.089
32 H -5.00 0.29 1.26  C17 1.080
33 C -3.67 -1.01 -4.10  C34 1.512, H37 1.089, H38 1.090, H39 1.092
34 C -4.52 0.24 -4.05  C33 1.512, O35 1.208, C36 1.507
35 O -5.15 0.52 -3.05  C34 1.208
36 C -4.55 1.10 -5.28  C34 1.507, H40 1.091, H41 1.091, H42 1.087
37 H -3.74 -1.53 -3.15  C33 1.089
38 H -4.00 -1.67 -4.90  C33 1.090
39 H -2.63 -0.73 -4.28  C33 1.092
40 H -4.93 0.53 -6.13  C36 1.091
41 H -3.55 1.45 -5.52  C36 1.091
42 H -5.20 1.96 -5.11  C36 1.087
43 C 3.66 -1.32 4.76  C44 1.510, H47 1.088, H48 1.091, H49 1.091
44 C 4.13 0.10 4.99  C43 1.510, O45 1.209, C46 1.507
45 O 4.74 0.70 4.14  C44 1.209
46 C 3.81 0.72 6.33  C44 1.507, H50 1.091, H51 1.091, H52 1.087
47 H 3.95 -1.64 3.77  C43 1.088
48 H 4.10 -1.99 5.50  C43 1.091
49 H 2.57 -1.37 4.85  C43 1.091
50 H 4.26 0.13 7.13  C46 1.091
51 H 2.73 0.75 6.48  C46 1.091
52 H 4.21 1.73 6.36  C46 1.087

Output
- HOMO-LUMO gap: 8.501 eV
- HOMO energy: -11.8 eV
- Charge: +1
- Energy: -1433.94575 Ha